1.
This record from OMol25 describes C39H31N5O5S2Sc as an isolated structure. The level of theory is wB97M-V/def2-TZVPD.

Geometry as ORCA input:
```
! RIJCOSX wB97M-V def2-TZVPD def2/J DEFGRID3
* xyz -1 1
Sc 0.25826 0.07982 -0.31391
C -1.58789 0.93171 5.46953
C -2.22931 1.01594 4.24140
C -1.65077 0.50519 3.09030
C -0.40329 -0.12371 3.15005
C 0.25256 -0.17258 4.38972
C -0.33075 0.34791 5.53271
N 0.23219 -0.64604 2.01027
C 0.70665 -1.88367 2.03409
C 0.35288 -2.89074 2.99702
C 0.79582 -4.17250 2.87400
C 1.65225 -4.56853 1.81571
C 2.07017 -3.63802 0.91334
C 1.63081 -2.29603 1.00095
N 2.05058 -1.29991 0.19405
N 3.02774 -1.54945 -0.58444
C 3.53869 -0.43033 -1.21019
C 4.41054 -0.62741 -2.29077
C 5.04765 0.46264 -2.83934
C 4.79362 1.72713 -2.31674
C 3.87643 1.82914 -1.28388
N 3.25890 0.79115 -0.73671
H -2.05119 1.33240 6.36316
H -3.20627 1.47963 4.17116
H -2.15994 0.61764 2.14623
H 1.24315 -0.61034 4.43063
H 0.20432 0.29746 6.47441
H -0.31823 -2.62078 3.80025
H 0.47935 -4.91651 3.59675
H 1.96557 -5.60108 1.73240
H 2.72837 -3.89438 0.09431
H 4.54977 -1.63205 -2.66573
H 5.74149 0.33671 -3.66131
H 5.29599 2.60484 -2.69940
H 3.62930 2.80024 -0.86516
O -3.21593 1.51067 0.30804
S -2.00676 1.62790 -0.48231
O -1.94910 2.81802 -1.30111
O -1.81330 0.39769 -1.34337
O -0.79408 1.54911 0.42624
C 0.78903 -2.03679 -4.35969
C 0.86172 -0.98178 -5.25928
C 0.82854 0.31585 -4.77978
C 0.71783 0.55648 -3.40798
C 0.69272 -0.48862 -2.46454
C 0.71885 -1.78360 -2.99575
C 0.63228 1.93512 -2.88645
C 0.23216 3.01756 -3.71238
C 0.22650 4.28079 -3.21461
C 0.61418 4.50407 -1.87564
C 0.64760 5.78770 -1.29243
C 0.98946 5.94415 0.02149
C 1.31796 4.81635 0.79956
C 1.29839 3.56201 0.25832
C 0.93915 3.37123 -1.09665
N 0.94598 2.11478 -1.61662
H 0.79498 -3.05891 -4.72617
H 0.94469 -1.17020 -6.32329
H 0.91169 1.13950 -5.48096
H 0.68913 -2.63413 -2.31779
H -0.10047 2.82300 -4.72127
H -0.08815 5.12123 -3.82295
H 0.38192 6.64144 -1.90603
H 1.00248 6.93025 0.46859
H 1.58222 4.95437 1.84076
H 1.52933 2.68515 0.84880
C -2.47443 -3.75649 -0.96127
S -2.26274 -1.91774 -0.87764
O -0.85553 -1.83531 -0.32345
C -3.32971 -1.82814 0.57738
C -4.57370 -1.22648 0.50250
C -5.39341 -1.22893 1.62205
C -4.97319 -1.83816 2.79529
C -3.71931 -2.43137 2.86294
C -2.89323 -2.41755 1.75269
H -2.07271 -4.23976 -0.07342
H -1.93894 -4.08389 -1.85294
H -3.54013 -3.95725 -1.06887
H -4.87958 -0.73900 -0.41272
H -6.35847 -0.74011 1.58052
H -5.62036 -1.84442 3.66391
H -3.38743 -2.89853 3.78192
H -1.90353 -2.85278 1.79155
*
```

- lowest unoccupied orbital energy (hartree) = 0.0596
- orbital gap (eV) = 5.91
- E_HOMO (eV) = -4.288
- energy above the lowest of the compared OMol25 structures with the same formula, charge and spin (kcal per mole) = 18.1

Results of the Mulliken charge analysis, in e, for atoms 1 through 2: atom 1 (Sc): -0.62, atom 2 (C): -0.55

---

2.
This record from OMol25 describes C39H32CuN2O4P2 as an isolated structure. The level of theory is wB97M-V/def2-TZVPD.

Geometry as ORCA input:
```
! RIJCOSX wB97M-V def2-TZVPD def2/J DEFGRID3
* xyz 0 2
Cu 2.20684 -0.83113 0.08906
O 5.05603 0.51118 2.41665
C 4.04891 0.06382 1.88517
O 3.98666 -0.30495 0.63855
C 2.75433 -0.14017 2.64968
C 2.79208 -1.07366 3.70267
C 1.76851 -1.82791 4.24314
C 0.37061 -1.83631 3.72853
C 0.43986 -0.19563 2.30599
N 1.67496 0.41712 2.04439
C -0.52340 -0.05421 1.11105
O -1.89472 0.18381 1.16221
O -0.00354 0.55708 -0.06342
H 3.79025 -1.26034 4.08522
H 1.99293 -2.49654 5.06257
H -0.23415 -2.60677 4.20401
C -0.65420 -1.57559 -2.05464
N -0.84127 -0.19744 -2.46946
C 0.31079 0.66751 -2.53585
P 0.47180 1.68115 -1.00165
C 2.16231 2.16254 -0.80706
C 3.13643 1.83684 -1.75690
C 4.46615 2.12446 -1.50269
C 4.82611 2.70381 -0.29638
C 3.86437 3.04713 0.64218
C 2.53154 2.78840 0.38885
C -0.56784 3.11579 -0.84515
C -1.86349 2.99928 -0.33897
C -2.66213 4.12722 -0.26387
C -2.18233 5.35160 -0.70815
C -0.89711 5.46596 -1.21952
C -0.07986 4.34873 -1.28221
C -2.11684 0.39151 -2.50186
C -2.31089 1.57881 -3.21590
C -3.54817 2.19848 -3.24190
C -4.62899 1.65449 -2.56584
C -4.44772 0.47033 -1.86954
C -3.21269 -0.15649 -1.83310
P 0.28593 -2.02067 -0.48389
C -0.63877 -1.57156 1.03758
C 0.44190 -1.75333 2.18054
C -0.28815 -0.40345 3.70721
C -1.74339 -0.76237 3.78824
C -2.50337 -1.33606 2.85519
C -2.12814 -1.25328 1.41140
C 0.18095 -3.82392 -0.60974
C 0.95671 -4.49029 -1.55604
C 0.89230 -5.86883 -1.66865
C 0.06762 -6.59595 -0.82053
C -0.69190 -5.94197 0.13723
C -0.63974 -4.55959 0.24095
H -0.07661 -2.09775 -2.82988
H -1.62475 -2.06817 -2.03906
H 0.39390 1.24743 -3.45504
H 1.20569 0.04093 -2.45627
H 2.87688 1.35566 -2.68968
H 5.22360 1.85363 -2.22462
H 5.87064 2.86514 -0.06788
H 4.16124 3.46186 1.59449
H 1.78822 3.00536 1.14372
H -2.23978 2.04134 -0.00134
H -3.66284 4.04543 0.13771
H -2.81391 6.22818 -0.64806
H -0.52358 6.42417 -1.55345
H 0.93316 4.43809 -1.65198
H -1.49581 2.03420 -3.75899
H -3.66173 3.11865 -3.79996
H -5.59480 2.13943 -2.58520
H -5.27466 0.02597 -1.33062
H -3.10973 -1.05969 -1.25177
H 1.34443 -2.23918 1.80319
H 0.02170 0.27667 4.49734
H -2.13571 -0.73791 4.80000
H -3.48474 -1.71582 3.10586
H -2.90040 -1.64310 0.74864
H 1.63390 -3.93371 -2.19407
H 1.49828 -6.37846 -2.40565
H 0.02660 -7.67412 -0.89911
H -1.32404 -6.50668 0.80922
H -1.22917 -4.05620 0.99718
*
```

- lowest unoccupied orbital energy (spin up / spin down) (hartree) = -0.0065 / -0.0065
- orbital gap (spin up / spin down) (eV) = 4.46 / 6.67
- E_HOMO (spin up / spin down) (eV) = -4.637 / -6.850

Results of the Mulliken charge analysis, in e, for atoms 1 through 2: atom 1 (Cu): -0.50, atom 2 (O): -0.73

---

3.
This record from OMol25 describes C39H32F5N8O3PSTl as an isolated structure. The level of theory is wB97M-V/def2-TZVPD.

Geometry as ORCA input:
```
! RIJCOSX wB97M-V def2-TZVPD def2/J DEFGRID3
* xyz -1 1
Tl 0.39576 -1.49064 -0.31382
O 1.00100 1.14972 3.50328
C 1.22312 0.09526 2.88779
O 0.37115 -0.69935 2.38342
C 2.68494 -0.29817 2.58737
P 3.10589 0.04686 0.81644
C 3.69895 1.77992 0.89336
C 4.47071 2.25464 -0.17346
C 4.86614 3.58123 -0.22895
C 4.47988 4.46304 0.77591
C 3.70145 4.00366 1.82765
C 3.30777 2.66952 1.89098
C 4.70749 -0.85721 0.69048
C 5.88916 -0.43735 1.30308
C 7.05028 -1.18757 1.18435
C 7.04583 -2.37020 0.45400
C 5.87575 -2.80097 -0.15411
C 4.71487 -2.04573 -0.03896
H 2.77180 -1.37857 2.69900
H 3.38321 0.20749 3.25439
H 4.76172 1.56920 -0.96367
H 5.46827 3.93038 -1.06062
H 4.78238 5.50312 0.73191
H 3.39207 4.68964 2.60893
H 2.67137 2.32870 2.70331
H 5.89648 0.48532 1.87251
H 7.96183 -0.85041 1.66405
H 7.95546 -2.94996 0.35368
H 5.86859 -3.72092 -0.72613
H 3.80027 -2.37453 -0.52267
C 0.95175 3.39780 -0.83445
C 0.87426 2.02624 -0.97167
N 0.21377 1.24975 -0.10747
C -0.39899 1.82844 0.91321
C -0.36993 3.20029 1.14880
C 0.33683 3.99127 0.25929
C -0.99040 3.75756 2.36613
C -2.24510 3.62559 2.80383
C -3.40415 3.02326 2.12186
C -4.58522 2.81244 2.83502
C -5.64983 2.25423 2.15739
N -5.59367 1.92969 0.86732
C -4.43176 2.19509 0.26697
N -3.35035 2.72019 0.82199
H 1.50803 3.98931 -1.54947
H 1.36527 1.50947 -1.78815
H -0.90105 1.17623 1.61644
H 0.40701 5.06210 0.41792
H -0.30490 4.30029 3.01276
H -2.47410 4.02244 3.78746
H -4.66089 3.07753 3.88135
H -6.58804 2.05182 2.66521
H -4.35902 1.95845 -0.79137
F 1.35972 -2.99811 -2.97863
C 0.78305 -1.94573 -3.68291
C 0.29998 -0.85708 -3.00741
C -0.29145 0.06887 -3.83333
F -0.87209 1.18988 -3.31609
C -0.38531 -0.04770 -5.20795
F -0.97775 0.89545 -5.96531
C 0.13049 -1.17062 -5.82603
F 0.04321 -1.31813 -7.15714
C 0.72384 -2.14534 -5.04965
F 1.20947 -3.25999 -5.63661
C -5.23650 -1.54600 2.05825
N -4.28987 -1.38291 0.98719
C -4.59787 -1.61841 -0.40100
C -3.21785 -1.43600 -1.04763
O -3.00991 -1.59510 -2.23310
N -2.30075 -1.15219 -0.06796
C -2.95935 -1.15096 1.09909
N -2.38742 -0.90853 2.27182
H -6.22231 -1.25169 1.70043
H -4.98296 -0.89433 2.89622
H -5.28275 -2.57942 2.41563
H -5.31145 -0.88810 -0.78515
H -4.97263 -2.62783 -0.58506
H -1.35877 -0.76647 2.36062
H -2.89967 -1.10297 3.11234
S -1.17710 -4.66043 0.96022
C -1.93783 -4.55312 -0.51295
N -1.19754 -4.18320 -1.62762
C -1.70898 -4.05269 -2.86085
C -3.02081 -4.33414 -3.07330
C -3.76248 -4.67083 -1.93054
N -3.27636 -4.76312 -0.71461
H -0.22722 -3.94679 -1.45963
H -1.03702 -3.71387 -3.63605
H -3.47140 -4.22517 -4.04689
H -4.82949 -4.86282 -2.02230
*
```

- lowest unoccupied orbital energy (hartree) = 0.0719
- orbital gap (eV) = 6.54
- E_HOMO (eV) = -4.581
- energy above the lowest of the compared OMol25 structures with the same formula, charge and spin (kcal per mole) = 0.0

Results of the Mulliken charge analysis, in e, for atoms 1 through 2: atom 1 (Tl): 1.26, atom 2 (O): -0.75

---

4.
This record from OMol25 describes C39H33AsBr2InN9O3S3 as an isolated structure. The level of theory is wB97M-V/def2-TZVPD.

Geometry as ORCA input:
```
! RIJCOSX wB97M-V def2-TZVPD def2/J DEFGRID3
* xyz 0 1
In -1.49850 -0.72515 -1.01838
C -4.84110 1.06155 1.64387
O -3.43413 1.12979 1.42096
C -2.67625 1.77257 2.35459
C -3.19144 2.52781 3.39432
C -2.30517 3.20128 4.22890
Br -3.01344 4.22704 5.65233
C -0.94539 3.17274 4.02675
C -0.42789 2.40713 2.97782
C -1.29139 1.66293 2.18651
O -0.81334 0.87945 1.15760
C 1.01532 2.50854 2.69347
N 1.86890 3.11287 3.47545
C 3.06041 3.11465 2.77128
C 4.30020 3.65581 3.11272
C 5.32286 3.55770 2.19136
C 5.13419 2.92455 0.95025
C 3.91821 2.37088 0.59964
C 2.89035 2.48388 1.53140
N 1.57175 2.09548 1.51146
H -5.05499 0.56621 2.59196
H -5.23657 0.46555 0.82671
H -5.28819 2.05833 1.63332
H -4.25434 2.60735 3.56128
H -0.26397 3.73649 4.64646
H -0.51535 -0.01167 1.45621
H 4.43823 4.14545 4.06730
H 6.29410 3.97412 2.42390
H 5.96256 2.86991 0.25574
H 3.77219 1.88760 -0.35883
H 1.06755 1.62555 0.77850
Br 7.00621 -1.24158 5.19656
C 6.69066 -1.69174 3.38550
C 6.13169 -0.74686 2.53741
C 5.89566 -1.07629 1.21454
C 6.21571 -2.34448 0.74517
C 6.81864 -3.26483 1.59169
C 7.03895 -2.94970 2.92385
N 6.09316 -2.70222 -0.63943
N 5.03869 -2.58414 -1.27700
C 3.77763 -2.24628 -0.70028
C 3.33071 -2.59959 0.55521
C 2.02561 -2.34377 0.98347
C 1.10406 -1.72239 0.15856
O -0.12429 -1.46784 0.51891
C 1.53716 -1.39348 -1.17243
N 0.60348 -0.84869 -1.99632
C 0.89959 -0.61218 -3.25409
C 2.17602 -0.86547 -3.77927
C 3.14389 -1.37955 -2.96070
C 2.84644 -1.67028 -1.60913
H 5.87543 0.23621 2.90689
H 5.44853 -0.34748 0.55077
H 7.10061 -4.23450 1.20180
H 7.48912 -3.67050 3.59178
H 3.99512 -3.11458 1.23343
H 1.70357 -2.65116 1.96930
H 0.10422 -0.21682 -3.87757
H 2.37338 -0.66484 -4.82274
H 4.13533 -1.59837 -3.33223
S -3.35215 -1.76374 0.28202
C -3.26114 -3.02593 -0.91493
S -2.00671 -2.95497 -2.11037
C -4.19586 -4.04108 -0.91491
C -5.25835 -4.06589 0.03762
N -6.14034 -4.06347 0.77882
C -4.17558 -5.06948 -1.90357
N -4.18873 -5.88514 -2.71679
C -6.23868 0.16694 -4.61530
As -5.17435 -0.79585 -3.33074
C -4.74292 -2.42461 -4.24904
C -6.39940 -1.17000 -1.90272
S -3.54571 0.44542 -2.80183
H -7.18287 -0.35613 -4.76478
H -5.69279 0.22263 -5.55481
H -6.42102 1.17179 -4.24141
H -5.65039 -2.78341 -4.73466
H -4.35721 -3.17615 -3.56786
H -3.98421 -2.18772 -4.99230
H -7.12038 -1.91813 -2.23058
H -6.90914 -0.23732 -1.66512
H -5.86111 -1.53155 -1.03168
N -2.00227 2.38767 -0.87035
C -1.70899 3.66189 -1.15201
C -0.57422 3.65410 -1.93301
C -0.24735 2.30132 -2.06948
N -1.12397 1.53934 -1.42351
H -2.75176 2.01572 -0.29703
H -2.31010 4.47214 -0.77690
H -0.05067 4.50057 -2.33867
H 0.58803 1.85801 -2.58263
*
```

- lowest unoccupied orbital energy (hartree) = -0.0289
- orbital gap (eV) = 7.19
- E_HOMO (eV) = -7.972

Results of the Mulliken charge analysis, in e, for atoms 1 through 2: atom 1 (In): 1.27, atom 2 (C): -1.00

---

5.
This record from OMol25 describes C39H33BrN2O4P2Pt as an isolated structure. The level of theory is wB97M-V/def2-TZVPD.

Geometry as ORCA input:
```
! RIJCOSX wB97M-V def2-TZVPD def2/J DEFGRID3
* xyz 2 1
Pt 0.31252 0.84773 0.85240
C 3.38732 1.17043 0.08273
O 2.37168 0.62031 0.95167
C 2.65652 0.42284 2.30934
C 3.76134 0.90484 2.96440
C 3.85068 0.67572 4.33980
Br 5.34638 1.33261 5.26543
C 2.86244 -0.00338 5.02374
C 1.75698 -0.51462 4.33903
C 1.67859 -0.30375 2.97719
O 0.55324 -0.68900 2.20706
C 0.65860 -1.16352 5.06649
N 0.25949 -0.80576 6.24041
C -0.83271 -1.62338 6.52416
C -1.62329 -1.67453 7.67001
C -2.63458 -2.61233 7.69967
C -2.86122 -3.48274 6.62159
C -2.08961 -3.43849 5.47646
C -1.08004 -2.48562 5.45409
N -0.13465 -2.15081 4.47882
H 4.28483 0.56474 0.18578
H 3.57744 2.21088 0.33992
H 2.98880 1.07899 -0.92070
H 4.53301 1.46011 2.45152
H 2.92152 -0.14892 6.09310
H -0.18491 -0.91583 2.81484
H -1.43220 -1.01325 8.50366
H -3.26344 -2.69125 8.57579
H -3.65939 -4.20908 6.69255
H -2.26490 -4.11437 4.65016
H 0.22934 -2.82602 3.82137
O -1.67400 0.76336 1.03064
P -2.61243 1.98460 0.91639
C -2.44267 2.56554 -0.79476
P -0.76935 3.19439 -1.12387
O 0.23571 2.60400 -0.11596
C -0.38001 2.76919 -2.80569
C 0.88125 2.26853 -3.11485
C 1.19144 1.94646 -4.42672
C 0.24543 2.12645 -5.42554
C -1.01313 2.63088 -5.12067
C -1.33050 2.95125 -3.81231
C -0.78879 4.95468 -0.85012
C 0.17175 5.53110 -0.02362
C 0.17174 6.90459 0.16824
C -0.77722 7.69575 -0.46275
C -1.73564 7.12063 -1.28951
C -1.74142 5.75110 -1.48776
C -2.19095 3.32764 2.00507
C -2.81624 4.56433 1.82716
C -2.50019 5.62108 2.66252
C -1.56893 5.44507 3.67943
C -0.95562 4.21421 3.86652
C -1.26516 3.15224 3.03032
C -4.28576 1.46427 1.16039
C -4.85283 0.54935 0.26733
C -6.14868 0.11265 0.46788
C -6.87766 0.58162 1.55587
C -6.31366 1.48072 2.44885
C -5.01466 1.92524 2.25691
H -3.19344 3.32637 -1.01712
H -2.62709 1.69939 -1.43560
H 1.61914 2.15027 -2.33281
H 2.17104 1.55953 -4.67199
H 0.48877 1.87454 -6.44886
H -1.74616 2.77140 -5.90302
H -2.31707 3.34044 -3.58823
H 0.90081 4.90869 0.47741
H 0.91538 7.35729 0.81010
H -0.76930 8.76751 -0.31557
H -2.47239 7.74042 -1.78207
H -2.49014 5.31657 -2.14076
H -3.55086 4.70789 1.04240
H -2.98170 6.57959 2.52434
H -1.32848 6.27097 4.33568
H -0.24182 4.07498 4.66716
H -0.78800 2.19241 3.18453
H -4.28501 0.16597 -0.57223
H -6.59298 -0.59415 -0.21924
H -7.89250 0.23904 1.70764
H -6.88353 1.83568 3.29638
H -4.57610 2.62536 2.95594
*
```

- lowest unoccupied orbital energy (hartree) = -0.2074
- orbital gap (eV) = 7.18
- E_HOMO (eV) = -12.826

Results of the Mulliken charge analysis, in e, for atoms 1 through 2: atom 1 (Pt): 1.83, atom 2 (C): -0.93

---

In eV/A, the max |F| values for the records above are, in order, 1.891 0.548 0.353 0.417 0.526.
In hartree, the DFT total energy values for the records above are, in order, -3712.0673 -4238.8144 -3580.6096 -10993.0478 -5292.0571.